Entry 1:
# C58H49F3N10O4PPbSb

A structure of composition C58H49F3N10O4PPbSb (the ωB97M-V functional and the def2-TZVPD basis, OMol25).

For the largest force on an atom, the calculation gives 0.87 eV Å⁻¹. The spin multiplicity is 1. The net charge is +2. Its HOMO-LUMO gap is 5.848 eV. For the LUMO energy, the calculation gives -5.3 eV.

```
127
C58H49F3N10O4PPbSb (the ωB97M-V functional and the def2-TZVPD basis)
Pb -1.51 -1.49 1.17
C 2.26 -1.70 6.64
C 1.77 -2.03 5.26
C 2.55 -1.76 4.13
C 2.10 -2.05 2.86
C 0.83 -2.62 2.65
N 0.32 -2.80 1.36
C 1.05 -3.57 0.49
C 2.00 -4.48 1.01
C 2.79 -5.29 0.23
C 2.67 -5.26 -1.15
C 3.52 -6.15 -2.02
C 1.70 -4.44 -1.69
C 0.90 -3.59 -0.92
N -0.07 -2.82 -1.64
C -0.07 -2.62 -2.97
C -1.27 -2.01 -3.31
C -1.94 -1.86 -2.10
N -1.20 -2.34 -1.10
C 0.06 -2.92 3.79
C 0.53 -2.62 5.06
N -1.19 -3.57 3.66
C -1.62 -4.67 4.31
C -2.91 -4.93 3.90
C -3.20 -3.92 2.97
N -2.16 -3.11 2.83
H 3.35 -1.69 6.66
H 1.92 -0.71 6.95
H 1.90 -2.42 7.36
H 3.53 -1.31 4.26
H 2.71 -1.85 2.00
H 2.08 -4.55 2.09
H 3.49 -5.97 0.70
H 4.52 -6.24 -1.60
H 3.09 -7.15 -2.08
H 3.59 -5.75 -3.03
H 1.56 -4.49 -2.76
H 0.74 -2.89 -3.62
H -1.61 -1.75 -4.29
H -2.91 -1.45 -1.92
H -0.08 -2.88 5.92
H -0.99 -5.20 5.00
H -3.54 -5.73 4.21
H -4.10 -3.75 2.41
O -5.19 -1.32 0.58
C -4.84 -0.34 0.00
O -3.58 0.17 0.22
C -5.54 0.47 -1.00
C -6.81 0.22 -1.52
C -7.30 1.06 -2.50
C -6.53 2.13 -2.97
C -5.27 2.39 -2.44
C -4.79 1.57 -1.44
P -3.17 1.59 -0.60
C -3.53 2.70 0.83
C -4.71 3.41 1.02
C -4.89 4.15 2.17
C -3.90 4.21 3.14
C -2.72 3.50 2.96
C -2.54 2.75 1.81
C -0.04 3.24 -3.20
C 1.16 3.97 -3.74
C 2.41 3.50 -3.76
C 2.82 2.11 -3.65
C 2.15 1.06 -4.28
C -0.23 1.78 -3.64
H -7.38 -0.62 -1.16
H -8.28 0.89 -2.92
H -6.92 2.77 -3.75
H -4.68 3.22 -2.81
H -5.49 3.39 0.27
H -5.81 4.71 2.32
H -4.05 4.80 4.04
H -1.93 3.56 3.70
H -1.61 2.21 1.64
H 1.01 5.02 -3.94
H 3.22 4.19 -3.96
H 3.89 1.97 -3.53
H 3.77 -0.27 -3.91
H -0.27 1.15 -2.75
N -2.52 -0.02 3.69
N -1.48 0.44 4.48
C -0.26 0.64 3.96
N 0.70 1.15 4.71
N -0.12 0.30 2.67
N 1.00 0.51 1.99
O 0.98 0.10 0.81
O 1.98 1.07 2.45
H -3.09 0.74 3.33
H -3.10 -0.69 4.19
H -1.66 0.74 5.43
H 0.57 1.37 5.69
H 1.61 1.31 4.29
F 0.07 -0.23 -7.89
C 0.83 -0.13 -6.79
C 0.22 0.63 -5.76
C 0.74 1.15 -4.62
C 2.93 -0.11 -4.59
C 2.86 -0.94 -5.66
C 1.97 -0.86 -6.77
Sb 2.00 0.96 -1.43
C 1.13 2.86 -0.93
C 1.50 3.39 0.31
C 0.90 4.53 0.81
C -0.10 5.12 0.06
F -0.74 6.19 0.55
C -0.46 4.64 -1.18
C 0.17 3.51 -1.71
C 3.98 1.26 -0.65
C 4.65 2.48 -0.59
C 5.95 2.53 -0.10
C 6.56 1.36 0.30
F 7.80 1.41 0.78
C 5.92 0.13 0.23
C 4.63 0.09 -0.25
H -0.83 0.84 -5.97
H -1.22 1.71 -4.09
H 3.63 -1.71 -5.72
H 2.21 -1.44 -7.64
H 2.28 2.91 0.88
H 1.20 4.97 1.75
H -1.20 5.18 -1.75
H -0.93 3.79 -3.50
H 4.16 3.39 -0.92
H 6.49 3.46 -0.04
H 6.44 -0.76 0.55
H 4.10 -0.86 -0.31
```

Results of the Mulliken charge analysis, in e, for atoms 1 through 2: 1.418, -1.492

***

Entry 2:
# C5H12N2O2

A cluster of 2 separate species, C5H12N2O2 in total in a non-equilibrium geometry (the ωB97M-V functional and the def2-TZVPD basis, OMol25).

For the largest force on an atom, the calculation gives 5.17 eV Å⁻¹. The spin multiplicity is 1. Its HOMO-LUMO gap (alpha / beta) is 8.510 / 8.346 eV. For the LUMO energy (alpha / beta), the calculation gives -0.9 / -1.3 eV.

```
21
C5H12N2O2 (the ωB97M-V functional and the def2-TZVPD basis)
C 1.93 0.29 1.21
C 1.37 -0.44 -1.17
C 0.17 1.38 -0.06
C -1.93 -1.37 -0.47
C 0.78 0.08 0.18
N -0.03 -0.91 0.71
N -2.65 -0.19 -0.06
O -2.93 0.58 -0.96
O -2.89 -0.08 1.17
H 2.58 -0.56 1.08
H 2.34 1.22 0.83
H 1.50 0.49 2.20
H 2.20 -1.09 -0.85
H 1.64 0.38 -1.87
H 0.49 -1.04 -1.59
H 0.77 2.21 -0.53
H -0.72 1.20 -0.81
H -0.28 1.85 0.75
H -2.09 -2.20 0.18
H -1.60 -1.30 -1.49
H -0.67 -0.49 1.53
```

Results of the Mulliken charge analysis, in e, for atoms 1 through 2: -1.441, -1.133